Here is the molecule C3H4N2S at a distorted geometry from OMol25. Energies are from ωB97M-V/def2-TZVPD.

XYZ file:
```
10
C3H4N2S (ωB97M-V/def2-TZVPD)
S -2.863 -0.102 -0.057
N 1.017 1.049 -0.025
N -0.274 -0.969 -0.083
C -0.170 1.443 -0.041
C 1.125 -0.383 -0.022
C -1.260 -0.025 -0.094
H 1.572 -0.795 -0.871
H -0.479 -1.815 0.375
H -0.422 2.438 -0.058
H 1.753 -0.841 0.877
```

Energy above the lowest of the compared OMol25 structures with the same formula, charge and spin (kcal/mol): 45.9
Frontier orbital gap (eV): 8.81
HOMO (eV): -8.4

Okay, here come the natural (NBO) numbers, in e, for every atom: -0.06 -0.40 -0.61 0.11 -0.07 0.01 0.21 0.41 0.20 0.20

---

Here is the ion C3H4N2S with charge +2 at a distorted geometry from OMol25. Energies are from ωB97M-V/def2-TZVPD.

XYZ file:
```
10
C3H4N2S (ωB97M-V/def2-TZVPD)
S -3.672 -0.513 -0.048
N -1.963 -0.785 -0.039
N -2.007 1.419 0.023
C -1.219 0.328 -0.001
C 0.493 0.441 0.021
C -3.187 1.082 0.003
H -1.536 -1.722 -0.064
H 0.804 0.822 -0.954
H 0.889 -0.554 0.228
H 0.765 1.165 0.793
```

Energy above the lowest of the compared OMol25 structures with the same formula, charge and spin (kcal/mol): 0.0
Frontier orbital gap (eV): 7.39
HOMO (eV): -22.5
Charge: +2

Okay, here come the natural (NBO) numbers, in e, for every atom: 0.97 -0.60 -0.24 0.53 -0.56 0.52 0.51 0.30 0.27 0.30

---

Here is a structure of composition C3H4N2S2 at a distorted geometry from OMol25. Energies are from ωB97M-V/def2-TZVPD.

XYZ file:
```
11
C3H4N2S2 (ωB97M-V/def2-TZVPD)
S 1.242 -2.026 0.637
S 1.576 -2.095 -1.447
N 0.725 1.704 0.085
N 0.772 -0.480 0.783
C -0.926 0.255 0.746
C 1.439 0.615 0.426
C -0.583 1.418 0.223
H 0.207 -1.954 -1.664
H -1.692 -0.404 0.774
H 2.562 0.656 0.524
H -1.227 2.254 0.034
```

Energy above the lowest of the compared OMol25 structures with the same formula, charge and spin (kcal/mol): 69.8
Frontier orbital gap (eV): 8.99
HOMO (eV): -9.0

Okay, here come the natural (NBO) numbers, in e, for every atom: 0.39 -0.17 -0.50 -0.65 -0.05 0.27 -0.07 0.14 0.21 0.21 0.23

---

Here is the molecule C3H4N2S2 at a distorted geometry from OMol25. Energies are from ωB97M-V/def2-TZVPD.

XYZ file:
```
11
C3H4N2S2 (ωB97M-V/def2-TZVPD)
S 1.330 1.516 0.499
S -1.410 -0.585 1.111
N 2.248 0.513 -0.320
N 2.193 -0.729 -0.516
C 0.014 -1.104 0.388
C -1.621 0.910 0.087
C 1.079 -1.508 -0.292
H -2.537 1.337 0.261
H 1.028 -2.555 -0.658
H -0.674 1.574 0.376
H -1.648 0.631 -0.937
```

Energy above the lowest of the compared OMol25 structures with the same formula, charge and spin (kcal/mol): 134.5
Frontier orbital gap (alpha / beta) (eV): 6.48 / 7.39
HOMO (alpha / beta) (eV): -7.9 / -8.3

Okay, here come the natural (NBO) numbers, in e, for every atom: 0.17 0.45 -0.27 -0.21 -0.16 -0.71 -0.17 0.22 0.24 0.22 0.23

---

Here is a structure of composition C3H4N2S3 at a distorted geometry from OMol25. Energies are from ωB97M-V/def2-TZVPD.

XYZ file:
```
12
C3H4N2S3 (ωB97M-V/def2-TZVPD)
S 1.682 0.513 -0.070
S 1.358 -2.218 -0.124
S 0.137 -2.304 -2.864
N -1.831 0.741 0.498
N -0.964 0.117 0.877
C -2.690 1.461 -0.079
C 1.076 0.000 -1.538
C 0.829 -1.379 -1.632
H 0.606 0.735 -2.240
H -2.743 1.377 -1.099
H 1.130 -3.574 -0.490
H -3.432 1.784 0.610
```

Energy above the lowest of the compared OMol25 structures with the same formula, charge and spin (kcal/mol): 88.2
Frontier orbital gap (eV): 6.41
HOMO (eV): -8.8

Okay, here come the natural (NBO) numbers, in e, for every atom: 0.21 0.06 0.05 0.07 -0.04 -0.46 -0.39 -0.33 0.25 0.23 0.13 0.22

---

Here is the molecule C3H4N2S3 at a distorted geometry from OMol25. Energies are from ωB97M-V/def2-TZVPD.

XYZ file:
```
12
C3H4N2S3 (ωB97M-V/def2-TZVPD)
S 2.083 2.480 -0.195
S 2.975 -0.238 0.398
S 2.643 -1.904 -0.499
N 0.430 0.468 -0.058
N -1.638 -0.612 0.665
C 1.695 0.833 0.121
C -2.446 -0.421 -0.355
C -0.339 -0.398 0.705
H -2.177 -0.338 -1.464
H -3.467 -0.132 -0.167
H 0.055 1.128 -0.701
H 0.187 -0.866 1.551
```

Energy above the lowest of the compared OMol25 structures with the same formula, charge and spin (kcal/mol): 62.3
Frontier orbital gap (alpha / beta) (eV): 4.93 / 7.39
HOMO (alpha / beta) (eV): -7.5 / -8.7

Okay, here come the natural (NBO) numbers, in e, for every atom: -0.12 0.38 -0.15 -0.59 -0.44 -0.16 -0.12 0.23 0.15 0.18 0.43 0.19

---

Among the records above, which one has the lowest energy above the lowest of the compared OMol25 structures with the same formula, charge and spin?
number 2

---

What is the energy above the lowest of the compared OMol25 structures with the same formula, charge and spin in the third record?
69.8 kcal/mol